Entry 1:
{
  "formula": "C16H26N4O3",
  "method": "wB97M-V/def2-TZVPD",
  "total_energy_ha": -1070.1121,
  "orbital_gap_ev": 9.162,
  "smiles": "CN1C(=O)C(=CNCCCNC2CCCCC2)C(=O)N(C)C1=O",
  "symbols": ["C", "N", "C", "C", "C", "N", "C", "C", "C", "N", "H", "C", "C", "C", "C", "C", "C", "H", "H", "H", "H", "H", "H", "H", "H", "H", "H", "H", "H", "H", "H", "H", "H", "H", "H", "C", "O", "N", "C", "O", "C", "H", "H", "H", "O", "H", "H", "H", "H"],
  "xyz": [[-4.37861, -0.62230, -1.84159], [-3.49092, -0.25244, -0.75343], [-2.56861, -1.19688, -0.34335], [-1.71073, -0.81718, 0.74649], [-0.70301, -1.66618, 1.18048], [-0.56743, -2.91751, 0.78587], [0.63192, -3.67388, 1.02546], [1.70856, -3.38700, -0.02862], [2.20470, -1.93941, 0.00569], [1.13738, -1.02383, -0.35969], [0.73479, -1.31770, -1.24554], [1.44821, 0.39903, -0.43630], [1.90249, 0.96707, 0.90763], [2.04988, 2.48292, 0.80663], [3.04878, 2.86068, -0.28275], [2.61928, 2.27636, -1.62482], [2.47294, 0.76144, -1.52250], [2.15358, 0.34945, -2.48429], [3.44264, 0.32515, -1.27177], [3.35318, 2.52598, -2.39454], [1.66236, 2.71275, -1.92059], [3.12527, 3.94712, -0.35880], [4.03634, 2.47383, -0.01947], [2.37760, 2.88183, 1.76809], [1.07656, 2.92225, 0.57919], [2.86278, 0.53303, 1.19249], [1.16367, 0.72572, 1.67159], [0.49424, 0.87955, -0.69446], [2.53046, -1.69320, 1.01929], [3.08015, -1.85863, -0.66022], [2.55464, -4.05265, 0.14828], [1.30538, -3.60808, -1.01955], [0.37951, -4.73729, 1.01109], [1.01469, -3.41523, 2.01640], [-0.06424, -1.31231, 1.97929], [-1.80888, 0.48340, 1.36725], [-1.11151, 0.85442, 2.29559], [-2.77663, 1.32639, 0.82818], [-3.62703, 1.00883, -0.20496], [-4.44925, 1.80035, -0.61158], [-2.93246, 2.65562, 1.39274], [-2.19626, 2.75914, 2.18646], [-3.94023, 2.77452, 1.78974], [-2.77116, 3.40676, 0.61986], [-2.51950, -2.28308, -0.91879], [-1.16992, -3.17366, -0.00128], [-4.91073, -1.53648, -1.57962], [-3.79776, -0.80393, -2.74616], [-5.07709, 0.19527, -1.99917]],
  "forces_ev_per_a": [[-0.2, -0.1, -0.2], [-0.2, -0.1, -0.2], [0.3, 0.3, 0.4], [-0.1, 0.0, 0.0], [-0.5, -0.1, 0.1], [-0.5, 0.0, -0.1], [0.4, -0.2, -0.2], [-0.1, 0.3, 0.3], [0.2, -0.1, -0.3], [0.2, 0.0, -0.2], [0.0, 0.0, 0.1], [0.3, 0.0, -0.1], [-0.3, 0.1, -0.1], [0.3, -0.1, 0.1], [-0.3, 0.1, -0.1], [0.3, -0.1, 0.0], [-0.3, 0.1, 0.0], [0.0, -0.1, 0.0], [0.1, -0.1, 0.0], [-0.1, 0.1, 0.0], [0.0, 0.1, -0.1], [0.1, 0.0, 0.0], [0.1, 0.0, 0.0], [-0.1, 0.1, 0.0], [-0.1, 0.1, 0.0], [0.1, -0.1, 0.0], [0.0, -0.1, 0.1], [0.1, 0.1, 0.0], [0.1, 0.0, 0.0], [0.0, 0.0, 0.2], [0.0, -0.1, -0.1], [0.0, -0.1, -0.1], [0.0, 0.1, 0.1], [0.0, -0.1, 0.0], [0.1, 0.0, 0.0], [0.0, -0.4, -0.2], [0.2, 0.1, 0.2], [0.0, 0.3, 0.2], [0.1, -0.1, 0.0], [-0.1, 0.2, 0.0], [0.0, 0.2, 0.1], [-0.1, 0.0, -0.1], [0.0, 0.0, 0.0], [0.0, 0.0, 0.1], [0.0, -0.2, -0.2], [0.0, 0.0, 0.2], [0.0, 0.0, -0.1], [-0.1, 0.0, 0.0], [0.1, -0.1, 0.0]],
  "mulliken_charge": [-1.145, -0.063, 1.157, -0.108, -0.642, -0.131, -0.861, -0.707, -0.670, 0.142, 0.373, -0.096, -0.813, -0.772, -0.742, -0.718, -0.838, 0.332, 0.334, 0.367, 0.372, 0.362, 0.325, 0.388, 0.279, 0.404, 0.221, 0.216, 0.344, 0.281, 0.389, 0.347, 0.355, 0.373, 0.483, 0.762, -0.737, 0.003, 0.777, -0.666, -1.243, 0.385, 0.339, 0.345, -0.825, 0.294, 0.324, 0.313, 0.389]
}

Entry 2:
{
  "formula": "C16H26NO",
  "method": "wB97M-V/def2-TZVPD",
  "total_energy_ha": -754.7389,
  "orbital_gap_ev": 7.176,
  "smiles": "C=CCc1cc[n+](CCC)cc1CCCCOC",
  "charge": 1,
  "symbols": ["C", "C", "C", "C", "C", "C", "N", "C", "C", "C", "C", "C", "C", "C", "C", "C", "O", "C", "H", "H", "H", "H", "H", "H", "H", "H", "H", "H", "H", "H", "H", "H", "H", "H", "H", "H", "H", "H", "H", "H", "H", "H", "H", "H"],
  "xyz": [[2.53270, -1.42587, 3.85758], [1.12385, -1.31321, 3.56791], [0.62187, -1.70310, 2.07955], [-0.45224, -0.61373, 1.54666], [-0.99570, 0.50440, 2.46340], [-1.99618, 1.52268, 1.86138], [-2.38903, 1.41929, 0.47962], [-3.33309, 2.43852, -0.12667], [-2.38941, 3.42863, -1.00418], [-1.10609, 3.97446, -0.20804], [-1.93834, 0.37562, -0.42172], [-0.93826, -0.70407, 0.05815], [-0.47570, -1.83781, -0.96997], [-0.32656, -1.34806, -2.48616], [0.95458, -0.43007, -2.78090], [2.27540, -0.94084, -1.98952], [2.47176, -2.36221, -2.16987], [3.31675, -2.81595, -1.07596], [3.23552, -0.86252, 3.16205], [2.89338, -2.07176, 4.72080], [0.41762, -0.94891, 4.39299], [0.17362, -2.76395, 2.09101], [1.53103, -1.66136, 1.37732], [-0.70520, 0.65826, 3.55219], [-2.47073, 2.38865, 2.45068], [-4.04558, 1.87069, -0.83054], [-3.89846, 3.03985, 0.65711], [-2.02432, 2.78862, -1.89085], [-2.98831, 4.31353, -1.39880], [-0.95125, 5.08192, -0.50221], [-0.15742, 3.43359, -0.54403], [-1.20013, 3.96438, 0.92774], [-2.31034, 0.37953, -1.50099], [0.45280, -2.37790, -0.56957], [-1.32349, -2.62710, -0.96802], [-0.19874, -2.30418, -3.12164], [-1.25097, -0.81505, -2.89910], [1.23633, -0.43819, -3.88898], [0.69982, 0.64734, -2.46429], [2.04009, -0.75337, -0.86928], [3.19985, -0.30795, -2.23579], [3.96200, -1.93313, -0.71286], [2.67763, -3.23046, -0.21321], [4.04894, -3.63921, -1.40299]],
  "forces_ev_per_a": [[-2.8, 0.3, -0.8], [2.5, -0.5, -0.2], [-0.3, 2.7, 0.8], [-1.7, 1.3, -1.0], [-1.5, 0.4, -3.9], [1.7, -2.7, -1.2], [0.9, -2.0, 1.0], [0.6, 0.9, -1.2], [0.1, -0.5, 0.1], [0.1, 0.9, -0.6], [2.3, -1.2, 3.1], [-1.4, 2.9, 1.4], [-1.1, 0.1, 0.5], [1.0, -0.6, -0.7], [0.7, -0.3, 0.3], [-1.7, 0.9, 0.8], [0.8, 1.1, 1.0], [0.9, -0.2, 0.3], [-0.6, -2.1, 0.3], [-0.3, 2.2, -0.4], [0.6, -2.0, -1.1], [0.7, 1.7, 0.0], [-1.3, -0.2, 1.0], [-0.4, -0.4, -1.8], [0.9, -1.6, -1.1], [1.0, 1.0, 1.3], [0.8, -1.2, -0.8], [-0.6, 1.2, 1.2], [0.6, -1.4, 0.5], [-0.2, -1.8, 0.5], [-1.3, 0.6, 0.7], [0.1, -0.1, -1.5], [0.4, 0.2, 1.9], [-1.3, 1.0, -0.8], [1.3, 1.2, 0.1], [-0.3, 1.5, 1.1], [1.1, -0.8, 0.8], [-0.8, 0.1, 1.4], [0.7, -1.5, -0.5], [0.5, -0.2, -1.5], [-1.2, -1.0, 0.1], [-0.9, -1.4, -0.3], [0.9, 0.7, -1.2], [-1.4, 1.2, 0.2]],
  "mulliken_charge": [-0.700, -0.418, 0.203, 0.601, -0.793, -0.337, 0.210, -0.777, -0.282, -0.809, -0.348, 0.272, -0.390, -0.693, -0.526, -0.318, -0.357, -0.510, 0.257, 0.261, 0.322, 0.365, -0.081, 0.219, 0.383, 0.321, 0.328, 0.199, 0.428, 0.303, 0.203, 0.236, 0.261, 0.090, 0.364, 0.369, 0.378, 0.385, 0.161, 0.142, 0.379, 0.268, 0.167, 0.266]
}

Entry 3:
{
  "formula": "C16H27BCl2F2NO6Si",
  "method": "wB97M-V/def2-TZVPD",
  "total_energy_ha": -2566.8369,
  "orbital_gap_ev": 8.639,
  "charge": -1,
  "symbols": ["C", "C", "C", "O", "O", "C", "C", "C", "C", "C", "C", "Si", "C", "N", "C", "C", "Cl", "C", "C", "Cl", "H", "H", "H", "H", "H", "H", "H", "H", "H", "H", "H", "H", "H", "H", "H", "H", "H", "H", "H", "H", "H", "H", "H", "H", "H", "H", "H", "B", "O", "C", "O", "C", "O", "O", "F", "F"],
  "xyz": [[3.08708, 2.68667, 0.16860], [3.83491, 1.66072, -0.22970], [3.50701, 0.25630, 0.14484], [4.18106, -0.43519, 0.85634], [2.30156, -0.16527, -0.32844], [2.24085, -0.42681, -1.73136], [2.59775, -1.87505, -2.08270], [2.37679, -2.86621, -0.93558], [0.97848, -2.85456, -0.31978], [-0.16891, -3.39162, -1.18565], [-0.80665, -2.35509, -2.11870], [-1.57123, -0.82669, -1.32948], [-2.29070, 0.28171, -2.69180], [-2.60429, 1.65263, -2.23763], [-1.41342, 2.50482, -2.12122], [-3.02179, -1.14054, -0.12604], [-3.52651, -2.86646, -0.06389], [-2.84138, -0.60687, 1.30576], [-1.42701, -0.59371, 1.85677], [-3.44554, 1.08655, 1.32175], [3.34282, 3.68250, -0.16591], [2.23472, 2.57196, 0.82454], [4.72807, 1.79409, -0.82641], [1.21519, -0.21814, -2.02950], [2.86889, 0.28109, -2.27437], [3.65211, -1.92613, -2.36803], [2.04554, -2.19225, -2.96688], [2.59953, -3.87344, -1.29642], [3.10752, -2.64988, -0.15855], [0.76546, -1.85382, 0.04931], [1.02794, -3.48466, 0.57169], [-0.90715, -3.84518, -0.52916], [0.22476, -4.20751, -1.80170], [-1.54775, -2.83134, -2.76576], [-0.04563, -1.95948, -2.79352], [-0.48024, -0.05669, -0.70191], [-1.64061, 0.32325, -3.56397], [-3.23618, -0.17556, -3.00005], [-3.05197, 1.60567, -1.32951], [-0.76165, 2.30664, -2.96838], [-0.86462, 2.34751, -1.18859], [-1.71826, 3.54941, -2.13111], [-3.87204, -0.61778, -0.55694], [-3.48884, -1.16394, 1.97577], [-0.86007, 0.24611, 1.46420], [-1.46480, -0.43941, 2.93354], [-0.91180, -1.53283, 1.65438], [-0.78256, 2.07166, 5.19188], [-1.00675, 3.53937, 4.98700], [-0.62802, 3.88900, 3.77731], [-0.68029, 4.99081, 3.30070], [-0.10260, 2.62982, 3.06070], [0.31902, 2.58445, 1.93240], [-0.20183, 1.61305, 3.88591], [-1.98254, 1.42123, 5.43314], [0.11653, 1.85514, 6.22208]],
  "forces_ev_per_a": [[0.3, -0.3, -0.3], [-0.2, 0.2, 0.0], [0.1, 0.1, 0.4], [-0.1, 0.0, -0.2], [0.1, -0.4, 0.0], [-0.4, 0.0, -0.3], [0.5, -0.1, 0.2], [-0.2, 0.1, -0.2], [0.0, -0.3, 0.3], [0.5, 0.0, -0.2], [-0.3, -0.1, 0.3], [0.4, 0.1, -0.6], [-0.4, -0.1, 0.7], [0.3, 0.0, -0.3], [-0.4, -0.2, 0.4], [0.1, 0.4, 0.2], [0.1, -0.1, -0.1], [0.3, -0.1, 0.0], [-0.2, 0.1, 0.4], [-0.1, 0.2, 0.0], [0.1, 0.1, 0.2], [-0.2, 0.0, -0.1], [0.1, 0.1, 0.0], [0.0, 0.1, 0.1], [0.1, 0.0, 0.0], [0.1, 0.0, 0.0], [-0.1, 0.1, -0.1], [0.0, -0.1, -0.1], [0.0, 0.1, 0.1], [-0.1, 0.1, 0.0], [0.0, 0.0, 0.1], [-0.2, 0.1, 0.0], [0.0, -0.1, 0.0], [-0.1, 0.0, 0.0], [0.0, 0.1, -0.1], [-0.2, 0.0, 0.2], [0.0, 0.0, -0.1], [0.0, -0.1, -0.3], [-0.1, 0.1, 0.0], [0.1, 0.1, -0.1], [0.2, -0.1, 0.0], [0.0, 0.1, -0.1], [-0.2, -0.1, 0.0], [-0.2, 0.0, 0.0], [0.1, -0.1, -0.1], [0.0, -0.1, 0.0], [0.0, -0.1, -0.1], [-0.1, -0.1, 0.4], [0.1, 0.0, -0.2], [-0.2, 0.2, 0.3], [0.0, 0.0, -0.1], [0.0, -0.4, 0.1], [0.0, 0.0, -0.1], [0.1, 0.3, -0.2], [0.0, 0.0, -0.1], [0.0, 0.0, -0.1]],
  "mulliken_charge": [-0.475, -0.449, 0.533, -0.566, -0.078, 0.100, -0.982, -0.924, -0.009, -0.789, -0.441, -0.091, -0.843, -0.418, -0.789, -0.210, -0.227, 0.126, -1.116, -0.207, 0.291, 0.098, 0.373, -0.435, 0.656, 0.379, 0.436, 0.444, 0.386, -0.216, 0.473, 0.252, 0.407, 0.491, 0.225, -0.057, 0.428, 0.302, 0.298, 0.329, 0.181, 0.323, 0.556, 0.493, 0.196, 0.471, 0.145, 0.572, -0.476, 0.504, -0.627, 0.705, -0.704, -0.364, -0.355, -0.326]
}

Entry 4:
{
  "formula": "C16H27Cl2IrO2P2",
  "method": "wB97M-V/def2-TZVPD",
  "s_squared": 6.02,
  "total_energy_ha": -2483.1308,
  "orbital_gap_ev": [7.452, 5.404],
  "spin_multiplicity": 5,
  "charge": 2,
  "symbols": ["C", "C", "H", "H", "H", "O", "Cl", "Ir", "P", "C", "C", "H", "H", "H", "H", "H", "H", "C", "H", "H", "H", "P", "C", "C", "H", "H", "H", "C", "H", "H", "H", "H", "H", "H", "C", "O", "Cl", "C", "C", "C", "C", "C", "C", "C", "H", "H", "H", "H", "H", "H"],
  "xyz": [[0.30702, -0.12558, -6.56672], [0.29442, 0.15211, -5.10147], [1.34739, -0.13405, -6.90134], [-0.24070, 0.65996, -7.10258], [-0.15689, -1.09845, -6.75985], [1.23307, 0.48673, -4.41183], [-1.32880, -0.08976, -4.38217], [-0.06393, 0.07862, 0.15118], [-0.31948, 2.22020, -0.52706], [1.04054, 3.20414, 0.18693], [-0.15914, 2.37479, -2.31018], [-0.23642, 3.42640, -2.60854], [-1.91638, 4.01472, -0.59731], [-0.96112, 1.79900, -2.78024], [-2.71327, 2.41319, -0.49465], [1.98534, 2.89765, -0.27783], [0.78854, 1.94865, -2.64880], [-1.88800, 3.02929, -0.11363], [0.85645, 4.26637, -0.00608], [-1.97723, 3.14285, 0.97293], [1.08395, 3.03130, 1.26876], [-0.10823, -2.14474, -0.22613], [1.33047, -2.91246, 0.60752], [-1.58748, -3.03344, 0.35794], [-0.72803, -1.98710, -2.54449], [-0.04797, -3.59716, -2.14632], [1.02144, -2.17100, -2.34754], [0.04908, -2.51710, -1.98505], [-2.46671, -2.63006, -0.16091], [-1.48219, -4.10150, 0.12453], [1.22792, -4.00415, 0.59216], [1.38690, -2.56865, 1.64844], [-1.72070, -2.90973, 1.43928], [2.24848, -2.61625, 0.08494], [1.75078, 0.19576, 0.45997], [2.90562, 0.26769, 0.62111], [-0.59330, 2.70859, 3.43191], [-0.10911, 1.10956, 3.88687], [0.65235, 0.96084, 5.04446], [1.06135, -0.31529, 5.44953], [0.69000, -1.42947, 4.70068], [-0.11587, -1.28405, 3.57188], [-0.48024, -0.01135, 3.10775], [-1.26864, 0.13108, 1.83157], [0.93812, 1.84206, 5.61208], [1.69350, -0.42809, 6.32728], [1.01234, -2.42964, 4.99773], [-0.47682, -2.16715, 3.03580], [-1.93447, -0.72609, 1.68538], [-1.82393, 1.07070, 1.80205]],
  "forces_ev_per_a": [[0.3, -0.1, -0.1], [2.0, 0.5, 0.8], [-0.2, 0.0, 0.0], [0.0, -0.2, 0.2], [0.0, 0.3, 0.0], [-2.0, -0.7, -1.1], [-0.2, -0.1, 0.0], [-0.8, 0.1, 1.4], [0.1, 1.6, -1.8], [-0.2, -0.1, 0.2], [-0.1, 0.2, -0.1], [0.1, -0.1, 0.0], [0.0, -0.2, 0.1], [0.1, 0.2, 0.1], [0.2, 0.2, 0.1], [-0.2, 0.1, 0.1], [-0.1, 0.1, 0.1], [-0.1, -0.2, 0.2], [0.0, -0.1, 0.0], [-0.1, 0.1, -0.3], [0.1, 0.2, -0.3], [0.2, -1.7, -1.4], [-0.2, 0.1, 0.0], [0.0, 0.2, 0.0], [0.1, -0.1, 0.1], [0.1, 0.1, -0.1], [-0.1, -0.1, 0.1], [-0.1, -0.3, -0.1], [0.2, -0.1, 0.1], [0.0, 0.2, 0.1], [0.0, 0.2, 0.0], [0.0, -0.1, -0.3], [0.0, -0.1, -0.3], [-0.2, -0.1, 0.1], [5.2, 0.3, 0.9], [-3.0, -0.2, -0.5], [0.2, -0.7, 0.2], [0.9, 1.4, 1.3], [-0.2, 0.1, -0.2], [0.4, 1.4, 0.2], [-1.2, -1.3, -1.7], [1.0, -1.1, 1.2], [-1.7, -0.2, -2.5], [-0.4, -0.2, 3.0], [-0.1, -0.2, -0.1], [-0.2, 0.0, -0.1], [-0.2, 0.3, 0.0], [0.3, 0.4, 0.2], [0.0, 0.2, 0.1], [0.0, -0.2, 0.0]],
  "mulliken_charge": [-1.059, 0.840, 0.323, 0.315, 0.347, -0.466, -0.241, 0.375, 0.829, -1.270, -1.056, 0.480, 0.468, 0.203, 0.390, 0.384, 0.346, -1.238, 0.453, 0.301, 0.314, 0.715, -1.312, -1.286, 0.175, 0.480, 0.376, -0.963, 0.405, 0.484, 0.462, 0.349, 0.322, 0.399, 0.310, -0.471, -0.099, 0.829, -0.586, -0.520, -0.703, -0.388, 0.476, -1.567, 0.479, 0.424, 0.454, 0.512, 0.546, 0.662]
}

Asked for relative energy (zero: lowest compared OMol25 entry of this formula, charge and spin) across the records above, the calculation gives 1.5; 204.7; 0.0; 0.0 kcal/mol in order.